# 1
Here is one molecule with the formula C2HN5O at a distorted geometry from OMol25. Energies are from the ωB97M-V functional and the def2-TZVPD basis.

```
9
Properties=species:S:1:pos:R:3:forces:R:3
C 1.000017 0.382895 -0.733329 -1.6 1.2 -0.4
C -1.032116 -0.714760 -0.397318 -0.7 -0.6 -1.9
H -1.975939 -1.363981 -0.789021 2.2 1.9 1.2
N -0.324905 -0.091478 -1.303656 1.1 -0.9 3.1
N -0.749018 -0.932811 1.049446 -1.6 -1.2 -3.5
N -0.180417 -0.114445 1.713421 2.2 1.1 2.3
N 0.302909 1.183111 1.353534 0.1 1.3 -1.7
N 0.884600 1.464899 0.275622 -1.6 -1.8 1.3
O 2.074870 0.186571 -1.168700 0.0 -1.0 -0.5
```
Positions in Å, forces in eV/Å.

Results
- frontier orbital gap (eV) = 8.020
- structure (SMILES) = O=c1ncnnnn1
- DFT total energy (eV) = -11582.63807
- ΔE to the lowest compared entry with this formula, charge and spin (kcal per mole) = 77.72

Here are the Mulliken charges for atoms 1 to 4, given in e: atom 1 (C): 0.452, atom 2 (C): 0.182, atom 3 (H): 0.313, atom 4 (N): -0.314



# 2
Here is a 7-piece molecular cluster, C25H39N6O11 overall at a distorted geometry from OMol25. Energies are from the ωB97M-V functional and the def2-TZVPD basis.

```
81
Properties=species:S:1:pos:R:3:forces:R:3
C 1.252988 -0.551988 -0.962531 -0.1 -1.1 1.3
O 1.776988 0.340012 -0.250531 0.0 0.5 -0.6
O 1.669988 -0.573988 -2.320531 -7.7 -9.0 1.2
O 0.481988 -1.449988 -0.566531 0.2 0.5 -1.1
H 2.172988 0.078012 -2.328531 7.4 9.3 -0.6
C 0.251988 4.395012 -3.245531 6.9 3.2 5.1
C 1.158988 5.715012 -3.095531 0.3 -10.0 11.4
C 2.064988 5.824012 -1.844531 -0.8 -2.1 -3.0
C 2.335988 4.609012 -1.046531 -4.5 -1.7 -1.3
C 1.499988 3.342012 -1.220531 0.8 1.4 -2.1
C 0.429988 3.291012 -2.428531 2.1 0.5 2.1
N 3.115988 4.672012 0.220469 1.9 5.5 -1.1
O 3.841988 5.831012 0.410469 -2.9 -5.1 -0.7
O 3.007988 3.792012 1.001469 0.5 -0.4 0.8
H -0.481012 4.400012 -3.893531 -3.4 0.1 -3.7
H 1.185988 6.296012 -3.807531 0.0 6.5 -6.7
H 2.754988 6.678012 -1.608531 -1.1 -0.7 -0.6
H 1.832988 2.384012 -0.598531 -1.2 1.9 -1.5
H -0.226012 2.407012 -2.744531 1.3 1.0 1.3
C -1.421012 1.877012 0.264469 -5.0 -3.6 -3.1
C -2.745012 2.245012 -0.261531 2.1 6.2 3.1
C -3.115012 3.717012 0.215469 0.6 -2.0 -1.7
C -2.159012 4.666012 0.866469 0.7 -9.5 -0.1
C -0.895012 4.024012 1.472469 -3.0 -2.8 -4.0
C -0.594012 2.540012 1.076469 0.5 5.4 2.1
N -2.525012 5.956012 1.073469 -2.9 3.1 -2.6
O -3.566012 6.494012 0.528469 2.2 -2.0 1.6
O -1.679012 6.583012 1.610469 1.4 2.4 1.9
H -1.330012 0.775012 -0.001531 1.2 1.4 0.5
H -3.310012 1.712012 -1.057531 0.3 0.3 1.3
H -4.173012 4.057012 -0.045531 1.8 -0.1 0.3
H -0.202012 4.624012 1.998469 0.6 0.4 0.5
H 0.346988 2.031012 1.335469 -0.5 0.6 0.2
C -4.014012 -1.398988 -3.706531 -2.6 -4.0 -0.9
O -4.056012 -2.585988 -3.361531 0.4 0.6 0.2
N -3.132012 -0.542988 -3.316531 1.1 2.6 1.2
C -3.217012 0.852012 -3.833531 2.4 0.3 -1.6
C -2.110012 -0.996988 -2.290531 -0.4 -3.1 -4.0
H -4.825012 -1.152988 -4.426531 0.6 1.1 0.1
H -4.100012 1.474012 -3.996531 -1.1 -1.2 0.8
H -2.856012 0.816012 -4.957531 0.2 0.4 2.3
H -2.636012 1.525012 -3.137531 0.1 -0.9 -1.2
H -2.585012 -1.486988 -1.513531 -1.2 -0.9 1.5
H -1.625012 -0.201988 -1.949531 2.1 3.4 1.3
H -1.317012 -1.768988 -2.663531 -1.5 1.6 0.1
C 1.920988 -5.191988 2.518469 3.2 -2.2 -1.5
O 2.162988 -6.367988 2.713469 -0.7 -1.6 1.0
N 0.683988 -4.691988 2.606469 2.6 4.3 -1.8
C 0.609988 -3.200988 2.446469 1.1 0.8 1.3
C -0.434012 -5.311988 3.150469 3.7 -0.5 -0.9
H 3.005988 -4.836988 2.059469 -3.3 1.6 0.9
H 0.252988 -2.688988 3.413469 -0.2 -0.9 -1.5
H 0.109988 -2.866988 1.515469 0.1 -0.2 0.7
H 1.662988 -2.790988 2.449469 -1.0 -0.6 -0.5
H -0.779012 -6.147988 2.763469 -1.2 -4.0 -2.7
H -1.109012 -4.640988 3.155469 -5.2 4.6 -0.3
H -0.315012 -5.522988 4.100469 1.1 -1.2 5.2
C 1.391988 0.862012 5.615469 -0.6 -3.6 -1.5
O 1.101988 -0.373988 5.539469 0.6 3.0 1.2
N 1.935988 1.409012 4.461469 -0.6 -1.9 0.6
C 2.176988 2.787012 4.261469 -7.3 0.2 0.1
C 2.289988 0.492012 3.274469 -3.2 -1.4 2.4
H 1.167988 1.403012 6.642469 0.7 -0.2 -2.4
H 3.045988 2.787012 3.839469 5.1 1.3 -2.9
H 2.205988 3.206012 5.232469 -0.1 1.2 0.7
H 1.231988 3.250012 3.522469 2.9 -0.8 2.1
H 2.565988 1.026012 2.423469 -0.5 1.5 -1.5
H 1.402988 -0.297988 3.084469 2.3 2.0 0.4
H 3.214988 0.026012 3.490469 0.7 -1.2 0.8
C -0.072012 -6.806988 -0.886531 -2.6 -4.5 -0.6
O -0.572012 -7.969988 -1.130531 1.7 3.0 1.2
N 0.159988 -5.949988 -1.826531 0.5 2.6 -2.7
C 0.544988 -4.497988 -1.540531 6.7 -10.2 7.4
C -0.003012 -6.226988 -3.279531 1.0 1.0 -0.7
H 0.103988 -6.378988 0.096469 0.1 -0.4 0.6
H -0.172012 -4.043988 -1.791531 -9.6 7.4 -3.4
H 1.419988 -4.431988 -1.998531 3.6 1.4 -2.2
H 0.771988 -4.530988 -0.408531 -0.6 0.7 -1.8
H -0.719012 -7.017988 -3.526531 0.1 0.3 0.5
H 0.987988 -6.514988 -3.733531 -0.8 0.0 0.6
H -0.246012 -5.254988 -3.846531 0.0 -1.4 1.1
```
Positions in Å, forces in eV/Å.

Results
- charge = -1
- frontier orbital gap (eV) = 6.979
- DFT total energy (eV) = -58002.34052
- ΔE to the lowest compared entry with this formula, charge and spin (kcal per mole) = 65.94

Here are the Mulliken charges for atoms 1 to 4, given in e: atom 1 (C): 0.451, atom 2 (O): -0.729, atom 3 (O): -0.486, atom 4 (O): -0.458



# 3
Here is C24H37GeNiO3PS2 as an isolated structure at a distorted geometry from OMol25. Energies are from the ωB97M-V functional and the def2-TZVPD basis.

```
69
Properties=species:S:1:pos:R:3:forces:R:3
Ni -14.442345 -1.297661 -9.037331 -1.8 -0.9 -0.1
C -12.284409 0.394453 -6.741549 0.1 -0.5 -1.6
C -11.950803 -1.062153 -7.133215 0.2 0.0 1.1
C -10.441034 -1.097723 -7.430795 0.7 1.7 -0.1
C -12.306934 -1.985709 -5.970816 -1.2 -2.2 -0.4
O -12.717757 -1.417696 -8.312155 1.9 -2.0 -0.4
Ge -12.251204 -3.322255 -9.167787 -3.0 1.4 0.4
O -13.173316 -4.329791 -8.014848 0.8 0.2 -1.2
C -13.415539 -5.784567 -7.808735 0.5 0.2 0.5
C -13.637965 -5.747189 -6.312805 0.0 -1.1 0.5
C -14.577014 -6.201289 -8.671560 0.5 1.7 -0.6
C -12.149970 -6.547064 -8.124889 0.1 0.0 -1.6
O -13.803442 -2.866005 -10.304371 1.0 -0.2 0.6
C -13.746027 -2.383406 -11.672993 1.5 0.6 -0.8
C -13.167279 -0.986054 -11.598980 -0.4 0.5 1.3
C -12.793438 -3.259104 -12.494406 0.4 0.3 0.5
C -15.097759 -2.414148 -12.316775 -0.3 0.3 0.1
H -11.674248 0.746676 -5.929133 0.3 0.0 0.3
H -13.327587 0.575304 -6.518388 -0.2 -0.2 0.0
H -12.001025 0.927779 -7.655558 -0.2 0.5 0.3
H -9.883013 -0.905956 -6.476388 -0.5 -0.4 -0.8
H -10.097672 -0.252640 -8.117867 -0.7 -1.0 0.7
H -10.061775 -2.002953 -7.896169 -0.1 -0.5 0.1
H -11.876408 -1.624694 -5.053998 0.3 0.0 0.4
H -12.109787 -3.119541 -6.095387 0.4 1.9 0.0
H -13.407549 -2.028799 -5.822349 0.4 0.5 -0.1
H -14.573387 -5.275201 -6.107869 -0.5 0.8 0.3
H -12.797146 -5.219103 -5.860526 -0.3 0.0 0.1
H -13.708942 -6.728158 -5.820464 0.2 0.0 -0.5
H -15.275447 -5.351214 -8.629594 0.0 -0.4 -0.5
H -15.054714 -7.013359 -8.197338 -0.5 -1.3 0.1
H -14.202706 -6.405783 -9.714683 -0.8 0.1 1.0
H -11.374478 -5.886116 -7.783510 0.9 -0.2 0.0
H -12.104462 -6.735213 -9.232367 0.3 0.5 0.8
H -12.025315 -7.538273 -7.698783 -0.4 0.1 0.5
H -12.145461 -1.030760 -11.220831 0.1 0.2 -0.2
H -13.725525 -0.336841 -10.888038 0.1 -0.3 -0.1
H -13.262332 -0.417859 -12.492705 0.3 0.2 -1.1
H -11.779949 -2.912062 -12.295937 0.3 -0.3 0.2
H -12.897672 -3.082918 -13.569325 -0.4 -0.4 0.2
H -12.891717 -4.302625 -12.175910 -0.1 0.1 -0.5
H -15.786260 -1.785847 -11.771493 -0.5 0.0 0.2
H -15.387642 -3.432071 -12.276059 -0.9 -1.0 0.1
H -15.117152 -2.123647 -13.378883 0.4 0.1 0.5
S -16.622015 -2.803006 -8.755866 1.3 1.5 -0.4
P -17.092716 -0.964496 -7.971238 0.9 -2.5 0.8
S -15.727973 0.467018 -8.343724 0.1 0.2 -0.7
C -18.760306 -0.661569 -8.363119 -0.2 0.1 0.6
C -19.001386 -0.145423 -9.609959 -1.7 0.2 0.5
C -20.266126 0.407824 -9.830590 0.2 -0.1 0.5
C -21.158413 0.602753 -8.776195 0.6 -0.2 0.2
C -20.827672 0.067790 -7.497368 -1.6 0.1 -0.3
C -19.723438 -0.751817 -7.339593 0.1 0.9 0.0
C -17.029015 -1.196332 -6.193987 -1.2 0.1 1.0
C -17.180289 -2.486308 -5.672976 1.0 0.9 1.5
C -16.997490 -2.648613 -4.297088 0.1 -1.1 0.7
C -16.916136 -1.546586 -3.403042 0.6 -3.1 -0.2
C -17.022792 -0.308040 -3.906259 0.1 2.0 -1.6
C -17.069468 -0.119857 -5.310616 0.6 0.2 0.1
H -18.258360 -0.267626 -10.360052 0.4 0.4 -0.7
H -20.508346 0.732801 -10.810060 -0.3 0.3 -0.7
H -22.095972 1.148427 -8.999325 0.7 -0.4 0.6
H -21.498155 0.284516 -6.641216 0.3 -0.5 -0.7
H -19.557375 -1.367742 -6.435959 0.0 0.9 -0.5
H -17.291113 -3.296690 -6.341444 0.0 -0.9 -0.3
H -16.831932 -3.684881 -3.866954 -0.6 1.3 -0.6
H -16.645805 -1.801391 -2.374750 -0.4 0.5 -0.2
H -16.946984 0.562558 -3.277439 -0.1 0.2 0.1
H -17.016330 0.882240 -5.745482 -0.1 -0.2 0.4
```
Positions in Å, forces in eV/Å.

Results
- charge = +1
- multiplicity = 4
- frontier orbital gap (spin up / spin down) (eV) = 8.611 / 4.473
- DFT total energy (eV) = -160143.58851

Here are the Mulliken charges for atoms 1 to 4, given in e: atom 1 (Ni): 0.141, atom 2 (C): -1.691, atom 3 (C): 1.168, atom 4 (C): -1.541



# 4
Here is a 2-piece molecular cluster, C3H6NO2S overall at a distorted geometry from OMol25. Energies are from the ωB97M-V functional and the def2-TZVPD basis.

```
13
Properties=species:S:1:pos:R:3:forces:R:3
C -1.318317 -0.180889 1.332481 -1.7 0.3 -0.1
C 0.375469 -0.419682 -2.400447 1.7 -0.5 4.5
C -0.589308 1.267222 -0.561475 -0.1 -0.5 -1.6
N -1.026653 0.638566 0.345840 -0.3 0.4 0.4
O 1.861097 0.688470 1.521835 0.5 0.8 -1.3
O -0.421378 -0.649540 2.102025 1.2 -0.5 1.3
S 1.339918 -0.311760 2.380703 -1.2 -1.7 1.0
H -2.357439 -0.522626 1.668402 1.3 0.9 -1.3
H -0.235140 -0.097354 -3.126898 -2.5 0.3 -2.6
H 0.211609 -1.250202 -1.656502 0.1 0.9 -1.5
H 1.165641 0.282112 -2.186597 0.6 -0.4 0.0
H -0.383363 2.145798 -1.211666 -0.2 -0.6 1.3
H 1.377864 -1.590115 1.792298 0.7 0.7 0.0
```
Positions in Å, forces in eV/Å.

Results
- charge = +1
- frontier orbital gap (spin up / spin down) (eV) = 7.383 / 8.352
- DFT total energy (eV) = -19614.26532
- ΔE to the lowest compared entry with this formula, charge and spin (kcal per mole) = 163.34

Here are the Mulliken charges for atoms 1 to 4, given in e: atom 1 (C): 0.173, atom 2 (C): -0.959, atom 3 (C): 0.066, atom 4 (N): -0.178



# 5
Here is C34H33BF4NP2S2Sn as an isolated structure at a distorted geometry from OMol25. Energies are from the ωB97M-V functional and the def2-TZVPD basis.

```
78
Properties=species:S:1:pos:R:3:forces:R:3
Sn 0.515301 0.059568 -0.304314 -1.0 0.2 1.8
S -2.136219 -1.626067 -0.010548 -0.3 -0.3 -0.4
P -2.706571 0.154717 0.668278 0.8 -0.6 0.2
C -1.240207 1.145802 0.617217 0.7 -0.2 -1.9
P -1.163110 2.546139 -0.479261 -0.4 -0.2 1.2
S 0.758330 2.593946 -1.122533 0.6 -1.1 -0.1
C -2.230991 2.657765 -1.944686 0.2 -0.1 0.2
C -3.243157 3.606366 -2.037581 0.0 -0.1 0.1
C -3.970300 3.714237 -3.213265 -0.1 0.1 0.0
C -3.694726 2.884793 -4.288911 0.0 0.0 0.1
C -2.682164 1.939504 -4.195039 0.0 -0.1 0.0
C -1.953408 1.824980 -3.025592 0.0 0.0 0.0
C -1.536689 4.000058 0.532901 0.2 0.1 -0.4
C -1.153865 5.265779 0.089186 -0.1 -0.1 0.1
C -1.441214 6.375731 0.866064 0.0 0.1 -0.1
C -2.110845 6.229303 2.073085 0.0 -0.1 0.0
C -2.483786 4.968878 2.516089 -0.1 0.0 0.0
C -2.194345 3.851837 1.749224 0.0 0.0 -0.1
C -3.190042 -0.063341 2.403679 -0.1 0.0 -0.2
C -2.419902 0.389752 3.467019 -0.2 0.2 0.0
C -2.791199 0.059733 4.764575 0.0 0.0 0.1
C -3.903921 -0.737036 4.991352 0.0 0.0 0.1
C -4.677897 -1.181799 3.925879 0.0 0.0 -0.1
C -4.321980 -0.845975 2.631310 0.0 0.0 0.2
C -4.190152 0.782711 -0.148294 0.2 0.2 0.2
C -4.564659 0.301942 -1.397639 0.0 0.0 0.0
C -5.711223 0.791906 -2.000777 0.0 0.0 0.0
C -6.479345 1.754726 -1.359871 0.0 0.0 0.0
C -6.102987 2.233757 -0.113517 0.0 0.1 0.1
C -4.958361 1.749950 0.496955 0.0 0.0 -0.1
H -3.462971 4.254923 -1.200239 0.0 0.0 0.0
H -4.746940 4.463073 -3.291048 0.0 0.0 0.0
H -4.268709 2.975850 -5.201113 0.0 0.0 0.0
H -2.451696 1.305471 -5.040296 0.0 0.0 0.0
H -1.157382 1.091677 -2.955877 0.0 0.0 -0.1
H -0.629617 5.370002 -0.852579 0.0 0.1 0.0
H -1.140939 7.359997 0.533378 0.0 0.0 0.0
H -2.342846 7.100002 2.671081 0.0 0.0 0.0
H -2.998203 4.854772 3.460772 0.0 0.0 0.0
H -2.468242 2.863973 2.093292 0.0 0.0 0.1
H -1.546411 1.005118 3.281238 0.0 0.0 0.0
H -2.217105 0.435782 5.601951 0.0 0.0 0.0
H -4.177695 -1.005976 6.003086 0.0 0.0 0.0
H -5.554627 -1.788849 4.106672 0.0 0.0 0.0
H -4.903781 -1.196112 1.787035 0.0 0.0 0.0
H -3.960862 -0.454952 -1.881375 0.0 0.0 0.0
H -6.011865 0.418509 -2.970369 0.0 0.0 0.0
H -7.380495 2.127441 -1.828581 0.0 0.0 0.0
H -6.705516 2.979374 0.387761 0.0 0.0 0.0
H -4.666431 2.113734 1.473940 0.0 0.0 0.0
C -0.268238 -1.870922 2.887851 -0.3 0.1 -0.1
N 1.077311 -2.386093 3.240377 0.1 -0.1 0.0
C 0.988571 -3.776823 3.741962 0.0 -0.4 0.2
C 2.059710 -2.244874 2.102536 0.3 0.0 -0.6
C 1.631506 -2.915539 0.824655 0.1 0.1 0.2
C 1.959521 -4.256589 0.613879 0.0 0.0 -0.1
C 1.623899 -4.904214 -0.561939 0.0 -0.1 0.1
C 0.938667 -4.220479 -1.552496 0.0 0.1 0.0
C 0.624154 -2.880995 -1.373358 -0.1 -0.1 -0.1
C 0.970115 -2.244134 -0.194878 -0.1 1.7 -0.5
H -0.927831 -1.932151 3.751247 0.1 0.0 0.0
H -0.685122 -2.451741 2.068283 0.1 0.0 0.0
H -0.194137 -0.830624 2.571190 0.1 0.0 0.0
H 1.446686 -1.800562 3.990908 0.0 -0.1 0.0
H 0.610044 -4.420122 2.951876 0.0 0.1 0.0
H 0.312680 -3.815324 4.593181 0.0 0.1 0.0
H 1.970638 -4.126533 4.052927 0.0 0.1 -0.1
H 3.009067 -2.660358 2.437613 0.0 0.0 0.1
H 2.202708 -1.183026 1.923523 -0.1 -0.1 0.3
H 2.527179 -4.783964 1.370868 0.0 0.0 0.0
H 1.903685 -5.938369 -0.705400 0.0 0.0 0.0
H 0.664345 -4.715512 -2.473579 0.0 0.0 0.0
H 0.094223 -2.352560 -2.155718 0.0 0.0 0.0
F 3.946206 1.725551 0.193987 0.1 0.0 0.0
B 3.447925 0.504056 0.455876 0.1 0.1 0.5
F 2.173059 0.668659 1.263377 -0.7 0.0 -0.4
F 4.226846 -0.350138 1.188989 0.1 0.1 -0.1
F 2.939947 -0.142793 -0.705946 -0.2 0.1 -0.4
```
Positions in Å, forces in eV/Å.

Results
- charge = +1
- frontier orbital gap (eV) = 6.000
- DFT total energy (eV) = -94910.01914

Here are the Mulliken charges for atoms 1 to 4, given in e: atom 1 (Sn): 1.187, atom 2 (S): -0.583, atom 3 (P): 2.018, atom 4 (C): -0.643



# 6
Here is C3H3N3 as an isolated structure at a distorted geometry from OMol25. Energies are from the ωB97M-V functional and the def2-TZVPD basis.

```
9
Properties=species:S:1:pos:R:3:forces:R:3
C -0.066116 0.043495 -0.006348 -2.0 0.3 0.2
C -1.065681 -0.813312 0.583944 0.9 0.0 -0.2
C 1.386805 0.019134 0.045163 0.2 0.3 -1.7
N -2.321534 -0.482303 0.469345 0.5 -1.0 1.9
N -2.123865 0.385815 -0.458975 -1.3 1.7 -2.8
N -0.839429 0.794295 -0.775347 0.8 -0.6 1.2
H 1.705608 0.937997 -0.607771 0.0 -2.2 1.0
H 1.727904 0.154946 1.059705 0.3 -0.1 0.3
H 1.596312 -1.040071 -0.309714 0.8 1.6 0.1
```
Positions in Å, forces in eV/Å.

Results
- frontier orbital gap (spin up / spin down) (eV) = 7.562 / 8.207
- DFT total energy (eV) = -7623.57350
- ΔE to the lowest compared entry with this formula, charge and spin (kcal per mole) = 137.81

Here are the Mulliken charges for atoms 1 to 4, given in e: atom 1 (C): 0.669, atom 2 (C): 0.107, atom 3 (C): -0.857, atom 4 (N): -0.275